[1]
{
  "formula": "CH3N2",
  "method": "ωB97M-V/def2-TZVPD",
  "elements": ["C", "N", "N", "H", "H", "H"],
  "xyz": [[-0.594, 0.362, 0.021], [0.578, 0.121, 0.020], [1.955, 0.111, -0.049], [-1.126, 1.044, 0.757], [-0.956, -0.254, -0.786], [2.346, -0.727, 0.549]],
  "multiplicity": 1,
  "charge": 1,
  "homo_energy_ev": -18.522,
  "smiles": "C=[N+]=N"
}

=====

[2]
{
  "formula": "CH3N2O2",
  "method": "ωB97M-V/def2-TZVPD",
  "elements": ["C", "N", "N", "O", "O", "H", "H", "H"],
  "xyz": [[-1.359, -0.104, -0.100], [0.535, -0.757, 0.142], [1.445, 0.130, 0.125], [2.576, -0.389, -0.108], [1.295, 1.359, 0.274], [-1.732, -0.872, -0.741], [-1.268, 0.883, -0.512], [-1.492, -0.250, 0.919]],
  "multiplicity": 1,
  "charge": -1,
  "homo_energy_ev": [-3.277, -3.278]
}